[1]
Molecular formula: C31H48O3P2Pt
Method: DFT, ωB97M-V/def2-TZVPD

Spin multiplicity   5
Frontier orbital gap (alpha / beta)   6.5 / 4.4 eV
LUMO (alpha / beta)   -5.66 / -8.56 eV
Total charge   +2
E_HOMO (alpha / beta)   -12.196 / -12.947 eV
Total energy   -2237.00733 Eh

Geometry as XYZ:
```
85
C31H48O3P2Pt ωB97M-V/def2-TZVPD
Pt 0.4466 0.2276 -2.7610
C 2.8079 -0.2146 0.1075
C 2.6658 1.1764 -0.1659
C 1.8619 0.8006 1.9544
C 2.3822 -0.4247 1.4507
C 2.0368 1.7938 0.9501
C 3.5396 -1.1953 -0.7287
H 3.7077 -0.8073 -1.7400
H 3.0229 -2.1628 -0.8150
H 4.5245 -1.3965 -0.2760
C 2.6838 -1.6120 2.2679
H 3.5991 -2.1004 1.8992
H 1.8633 -2.3407 2.2783
H 2.8568 -1.3224 3.3143
C 1.4575 1.0046 3.3532
H 2.2410 0.6232 4.0198
H 0.5354 0.4616 3.5967
H 1.3123 2.0655 3.5685
C 1.9166 3.2542 1.1151
H 2.9137 3.6472 1.3941
H 1.2164 3.5660 1.9051
H 1.6283 3.7568 0.1804
C 3.3132 1.9346 -1.2623
H 4.2903 2.3306 -0.9252
H 2.7096 2.7919 -1.5847
H 3.4831 1.2994 -2.1385
C -0.4201 -0.6454 -4.4202
C 0.9653 -0.2757 -4.6705
C 1.3274 0.9669 -5.4343
C 1.2263 2.3351 -4.6740
C 0.5362 2.2280 -3.3539
C -0.8339 1.8373 -3.1844
C -1.8746 1.4859 -4.1847
C -1.6162 0.1491 -4.9124
H 0.7238 0.9941 -6.3656
H 0.7379 3.0961 -5.2948
H 2.3742 0.8676 -5.7285
H -1.4771 0.3120 -5.9908
H -0.6130 -1.7200 -4.3225
H 1.7122 -1.0823 -4.7168
H -2.5138 -0.4809 -4.8003
H -2.8167 1.3887 -3.6299
H -1.2915 2.3135 -2.2981
H -2.0513 2.2993 -4.8956
H 2.2353 2.7333 -4.4762
H 0.9187 2.9253 -2.5898
P -0.0563 -1.5803 -1.1659
P -1.1192 1.5885 -0.0131
C -1.8737 -1.1583 -0.9695
C -2.3428 0.2835 -0.5545
H -2.2569 -1.8568 -0.2163
H -2.3482 -1.4203 -1.9252
H -2.9288 0.7302 -1.3776
H -3.0032 0.2015 0.3239
C -1.2958 1.6025 1.7878
H -0.6978 2.4187 2.1998
H -0.9696 0.6506 2.2010
H -2.3555 1.7427 2.0322
C -1.8414 3.2848 -0.2615
H -2.9327 3.2420 -0.3661
H -1.4121 3.7945 -1.1346
H -1.5772 3.8962 0.6131
C 0.2137 -2.8134 0.1690
H 1.2375 -3.1963 0.1366
H -0.4732 -3.6569 -0.0142
H 0.0008 -2.4514 1.1955
C 0.4756 -2.8446 -2.4392
H 0.8955 -2.3602 -3.3252
H -0.3560 -3.4897 -2.7233
H 1.2845 -3.4509 -2.0191
O -2.1302 0.0347 4.5439
C -2.4874 -1.1657 5.0661
C -3.1161 -1.3074 6.3211
C -3.2633 -2.5852 6.8584
C -2.8416 -3.7093 6.1357
C -2.2676 -3.5690 4.8754
C -2.1179 -2.2847 4.3207
C -1.4599 -2.0203 2.9929
O -0.3490 -2.6302 2.8427
O -2.0557 -1.2954 2.1682
H -2.4136 0.7432 5.1608
H -3.4453 -0.4119 6.8613
H -3.7167 -2.7151 7.8430
H -2.9475 -4.7120 6.5509
H -1.9208 -4.4133 4.2902
```

Results of the Mulliken charge analysis, in e, for atoms 1 through 4: -0.134 1.451 0.163 0.930

---

[2]
Molecular formula: C31H49BBrF15NO14
Method: DFT, ωB97M-V/def2-TZVPD

Spin multiplicity   1
Frontier orbital gap   8.7 eV
LUMO   -3.27 eV
Total charge   +1
E_HOMO   -11.933 eV
Total energy   -6415.50685 Eh

Geometry as XYZ:
```
112
C31H49BBrF15NO14 ωB97M-V/def2-TZVPD
C 3.0980 -2.4750 -3.2676
C 1.7925 -2.0440 -2.6297
O 1.7343 -0.5984 -2.5113
B 0.4728 -0.1157 -2.3480
O -0.4408 -0.1099 -3.3658
C 0.0559 0.5017 -0.9090
N 1.0129 1.5850 -0.4489
C 1.2990 1.4674 1.0165
C 1.8599 0.0868 1.2753
C 3.2142 -0.1415 0.5982
C 3.9499 -1.2975 1.2801
C 5.0025 -1.9475 0.3880
C 6.0503 -0.9837 -0.2059
O 6.0801 -1.0282 -1.6188
C 5.5131 0.0723 -2.2993
O 0.9853 -0.9613 0.8493
C -0.1370 -0.6018 0.1477
Br -1.6636 -0.1790 1.3260
H 3.0029 -3.5298 -3.5223
H 3.9173 -2.3547 -2.5623
H 3.2821 -1.9185 -4.1828
H 0.9660 -2.4257 -3.2333
H 1.7097 -2.5091 -1.6435
H -1.2786 -0.4652 -3.0377
H -0.9162 0.9717 -1.0396
H 0.5824 2.4896 -0.6339
H 1.8894 1.5450 -0.9746
H 2.0494 2.2034 1.2995
H 0.4032 1.7010 1.5850
H 2.0214 0.0081 2.3524
H 3.8168 0.7688 0.6234
H 3.0378 -0.4176 -0.4452
H 4.3957 -0.9686 2.2212
H 3.2092 -2.0591 1.5321
H 4.4956 -2.4080 -0.4631
H 5.5024 -2.7550 0.9192
H 7.0335 -1.2961 0.1470
H 5.9072 0.0308 0.1754
H 6.2839 0.6169 -2.8456
H 4.9843 0.7507 -1.6266
H 4.7938 -0.2940 -3.0350
H -0.4637 -1.4986 -0.3768
C -1.6970 -0.4111 -6.7016
C -3.0844 -0.7400 -6.1963
O -3.6489 -1.8617 -6.8967
C -3.2386 -3.0512 -6.4814
O -2.4690 -3.2699 -5.5908
C -3.9399 -4.1583 -7.2925
F -3.9142 -3.8851 -8.5964
F -5.2151 -4.2554 -6.9043
F -3.3446 -5.3246 -7.0897
H -1.7145 -0.2308 -7.7762
H -1.3168 0.4790 -6.2014
H -1.0054 -1.2316 -6.5143
H -3.7656 0.0888 -6.3747
H -3.0872 -0.9479 -5.1261
C -2.3564 -3.8413 1.5024
C -3.5422 -3.4989 2.3784
O -4.0386 -4.6635 3.0616
C -3.3605 -5.0285 4.1415
O -2.3921 -4.4929 4.5927
C -4.0327 -6.2577 4.7841
F -4.3333 -7.1756 3.8634
F -5.1631 -5.8849 5.3926
F -3.2289 -6.8069 5.6827
H -2.6104 -4.6370 0.8010
H -2.0437 -2.9619 0.9413
H -1.5115 -4.1867 2.0980
H -4.3742 -3.1389 1.7776
H -3.2964 -2.7235 3.1032
C -6.3971 3.2293 2.8635
C -7.3418 2.0523 2.7702
O -7.1350 1.3016 1.5488
C -6.1311 0.4509 1.5511
O -5.3688 0.2183 2.4454
C -6.0693 -0.2838 0.1981
F -6.1678 0.5621 -0.8306
F -7.0535 -1.1769 0.1013
F -4.9067 -0.9310 0.0960
H -6.4927 3.8599 1.9825
H -6.6215 3.8115 3.7497
H -5.3614 2.8934 2.9253
H -8.3733 2.3922 2.7226
H -7.2497 1.3858 3.6263
C 12.8828 -1.7660 1.3642
C 11.8095 -2.7566 1.7562
O 11.0824 -2.3121 2.9233
C 10.1402 -1.4118 2.7193
O 9.8114 -0.9260 1.6761
C 9.4479 -1.0777 4.0557
F 10.3334 -0.8694 5.0271
F 8.6528 -2.0930 4.4186
F 8.6959 0.0119 3.9284
H 13.5503 -1.5759 2.2046
H 13.4669 -2.1589 0.5332
H 12.4483 -0.8144 1.0605
H 12.2498 -3.7080 2.0442
H 11.1120 -2.9423 0.9406
C -5.3647 9.6716 -0.1058
C -6.4198 9.9683 0.9363
O -6.9894 8.7535 1.4713
C -6.2808 8.1359 2.4005
O -5.2221 8.4653 2.8458
C -7.0545 6.8956 2.8903
F -7.5372 6.1870 1.8627
F -8.0844 7.2629 3.6572
F -6.2590 6.1093 3.6173
H -5.7757 9.0401 -0.8940
H -5.0074 10.5998 -0.5493
H -4.5151 9.1500 0.3336
H -7.2577 10.5021 0.4948
H -6.0258 10.5757 1.7496
```

Results of the Mulliken charge analysis, in e, for atoms 1 through 4: -1.337 -0.093 -0.300 -0.202

---

[3]
Molecular formula: C31H49BrN2OP2Pd
Method: DFT, ωB97M-V/def2-TZVPD

Spin multiplicity   1
Frontier orbital gap   5.3 eV
LUMO   0.02 eV
Total charge   0
E_HOMO   -5.316 eV
Total energy   -4779.86699 Eh

Geometry as XYZ:
```
87
C31H49BrN2OP2Pd ωB97M-V/def2-TZVPD
C 3.0901 4.9876 -1.1901
C 1.8930 4.4620 -1.7098
C 1.9006 3.9136 -3.0154
C 3.0386 4.1406 -3.8098
N 4.1211 4.7376 -3.3256
C 4.1620 5.1764 -2.0735
C 0.7204 4.4308 -0.9007
C -0.3450 4.3351 -0.2982
C -1.3376 3.4620 0.2191
C -0.9148 2.5922 1.2534
C -1.7078 1.4644 1.4994
C -2.5902 1.0341 0.4557
C -3.2233 2.0632 -0.3489
C -2.5931 3.2948 -0.4121
Pd -1.4307 -0.5465 -0.2169
P 0.8553 -0.4983 -0.5777
H 1.0301 3.3981 -3.4183
H 3.1428 5.2928 -0.1549
H 3.0922 3.8481 -4.8587
H 5.0816 5.6827 -1.7886
H -3.0216 4.0931 -1.0064
H -0.0046 2.8371 1.8193
H -4.1483 1.8433 -0.8775
H -1.7900 1.0195 2.4888
C 1.6148 -2.1493 -0.3096
C 2.9816 -2.4494 -0.9044
H 0.8775 -2.8924 -0.6395
H 1.6431 -2.2348 0.7863
H 3.2579 -3.4702 -0.6259
H 2.9947 -2.3972 -1.9943
H 3.7701 -1.8044 -0.5057
C 1.3314 0.0355 -2.2664
C 2.7907 0.3750 -2.5610
H 0.7096 0.9090 -2.4863
H 0.9963 -0.7606 -2.9379
H 2.9178 0.5140 -3.6452
H 3.1046 1.3181 -2.0903
H 3.4907 -0.4206 -2.2689
C 1.8301 0.5681 0.5508
C 3.3454 0.3978 0.6042
H 1.4118 0.3628 1.5446
H 1.5601 1.6011 0.2920
H 3.7778 1.1648 1.2575
H 3.6450 -0.5670 1.0242
H 3.8273 0.5138 -0.3717
Br -3.7522 -0.6899 0.8244
P -2.1926 -1.9940 -1.9369
C -0.9467 -2.7672 -3.0187
C -1.4061 -4.0754 -3.6683
H -0.0520 -2.9339 -2.3966
H -0.6843 -2.0230 -3.7827
H -0.6084 -4.4499 -4.3184
H -1.6044 -4.8616 -2.9301
H -2.3031 -3.9511 -4.2921
C -3.0482 -3.4146 -1.1794
C -4.4177 -3.7134 -1.7646
H -3.1110 -3.1985 -0.1023
H -2.3810 -4.2799 -1.2718
H -4.9777 -4.3590 -1.0808
H -5.0209 -2.8148 -1.9239
H -4.3439 -4.2517 -2.7154
C -3.2577 -0.9091 -2.9583
C -3.5864 -1.3999 -4.3639
H -2.7258 0.0500 -3.0074
H -4.1698 -0.7202 -2.3816
H -4.1992 -0.6437 -4.8758
H -2.6944 -1.5501 -4.9887
H -4.1764 -2.3288 -4.3698
O 0.3172 -1.9289 2.5154
C -0.0047 -1.3762 3.5640
C -0.2872 -2.1069 4.8737
C 0.7965 -1.6836 5.8634
C 0.4411 -0.4677 6.7083
C 0.2701 0.8479 5.9504
C -0.6962 0.7176 4.7832
N -0.0928 -0.0083 3.6664
H -1.3047 -1.8914 5.2450
H -0.2164 -3.1786 4.6561
H 1.0164 -2.5353 6.5109
H 1.7216 -1.4962 5.3057
H -0.4997 -0.6576 7.2384
H 1.2182 -0.3237 7.4624
H -0.1344 1.6145 6.6214
H 1.2352 1.2305 5.5988
H -1.6027 0.1880 5.1122
H -0.9908 1.7076 4.4025
H -0.0252 0.4911 2.7799
```

Results of the Mulliken charge analysis, in e, for atoms 1 through 4: -0.302 0.612 -0.361 -0.452

---

[4]
Molecular formula: C31H49N2O2P2V
Method: DFT, ωB97M-V/def2-TZVPD

Spin multiplicity   4
Frontier orbital gap (alpha / beta)   5.7 / 6.1 eV
LUMO (alpha / beta)   -3.63 / -3.71 eV
Total charge   +1
E_HOMO (alpha / beta)   -9.333 / -9.852 eV
Total energy   -3097.00859 Eh

Geometry as XYZ:
```
87
C31H49N2O2P2V ωB97M-V/def2-TZVPD
C -0.4327 -0.5145 -2.6738
C -2.0777 0.1831 -1.1874
C -1.3493 -0.5436 -3.7303
C -3.0167 0.3243 -2.2099
C -2.6331 -0.0577 -3.5035
H -1.0200 -0.9379 -4.6935
H -4.0189 0.6654 -1.9760
H -3.3435 0.0051 -4.3284
N -0.7696 0.0862 -1.5131
P 2.1437 -0.3186 -1.6107
P -1.7455 1.3323 1.6388
C 0.8890 -1.2322 -2.6525
H 0.7969 -2.2534 -2.2361
H 1.2344 -1.3684 -3.6813
C 1.8255 0.8583 1.2799
O 2.6844 1.1745 2.0371
C -2.3540 -0.1355 0.2496
H -3.4291 -0.2188 0.4015
C -2.7402 0.6006 3.1445
C -1.0989 3.0965 2.0304
C 3.2771 -1.7123 -1.0308
C 2.9076 0.7746 -2.9962
C -1.6875 -0.2495 3.8736
H -0.7968 0.3338 4.1397
H -2.1280 -0.6633 4.7935
H -1.3650 -1.0904 3.2468
C -3.3312 1.6688 4.0844
H -2.5863 2.3165 4.5606
H -4.0728 2.2956 3.5733
H -3.8548 1.1478 4.9025
C -3.9267 -0.3213 2.7566
H -4.4446 -0.6255 3.6804
H -4.6525 0.1930 2.1029
H -3.6048 -1.2583 2.2828
C -0.3490 3.0750 3.3711
H 0.5594 2.4586 3.3012
H -0.0330 4.1020 3.6153
H -0.9445 2.7079 4.2104
C -0.1090 3.5685 0.9504
H 0.8598 3.0563 1.0202
H -0.5024 3.4244 -0.0673
H 0.0939 4.6428 1.0995
C -2.3340 4.0006 2.0126
H -3.0195 3.8004 2.8434
H -2.0129 5.0478 2.0883
H -2.8873 3.8762 1.0723
C 4.3015 1.2438 -2.5611
H 4.6550 2.0032 -3.2771
H 4.2718 1.7193 -1.5719
H 5.0429 0.4345 -2.5647
C 1.9909 1.9982 -3.1193
H 0.9526 1.7183 -3.3419
H 2.0186 2.6090 -2.2036
H 2.3510 2.6223 -3.9521
C 2.9905 0.1034 -4.3830
H 3.5852 0.7558 -5.0431
H 3.4798 -0.8790 -4.3657
H 2.0010 0.0069 -4.8507
C 2.4481 -2.7193 -0.2019
H 1.7571 -3.3047 -0.8243
H 3.1468 -3.4260 0.2762
H 1.8533 -2.2379 0.5918
C 4.3891 -1.1420 -0.1355
H 3.9915 -0.6183 0.7436
H 5.0069 -1.9833 0.2122
H 5.0459 -0.4497 -0.6739
C 3.9032 -2.4106 -2.2430
H 3.1464 -2.8177 -2.9274
H 4.5733 -1.7441 -2.8004
H 4.5081 -3.2526 -1.8772
V 0.5419 0.2786 0.1361
N -0.2731 -1.0644 0.9913
C -1.5551 -1.2308 0.7236
C -2.0785 -2.5836 0.8808
C -1.3342 -3.4899 1.6609
C -3.1898 -3.0034 0.1233
C -1.7655 -4.8091 1.7659
H -0.4093 -3.1374 2.1322
C -3.5848 -4.3343 0.2053
H -3.6693 -2.2884 -0.5549
C -2.8977 -5.2213 1.0406
H -1.1988 -5.4971 2.3842
H -4.4238 -4.6701 -0.4073
H -3.2021 -6.2603 1.0975
O 2.7450 3.6422 -0.5605
H 3.5322 3.5405 0.0081
H 2.7527 4.5836 -0.8055
```

Results of the Mulliken charge analysis, in e, for atoms 1 through 4: 0.009 -0.380 -0.739 -0.957

---

[5]
Molecular formula: C31H50BCl3GeN7ORuS4Si
Method: DFT, ωB97M-V/def2-TZVPD

Spin multiplicity   2
Frontier orbital gap (alpha / beta)   6.0 / 6.4 eV
LUMO (alpha / beta)   -0.63 / -1.00 eV
Total charge   0
E_HOMO (alpha / beta)   -6.670 / -7.399 eV
Total energy   -7129.47289 Eh

Geometry as XYZ:
```
100
C31H50BCl3GeN7ORuS4Si ωB97M-V/def2-TZVPD
Ru 0.4917 -0.1060 0.0319
C -2.5549 -1.6686 -4.2311
C -3.0305 -1.2126 -2.8954
C -4.2942 -0.7026 -2.6784
C -4.6512 -0.2855 -1.3812
N -3.7870 -0.3135 -0.3983
N -2.5518 -0.7734 -0.5940
B -1.6327 -0.6624 0.6282
N -1.5348 -1.9773 1.4224
N -2.7039 -2.3160 1.9591
C -2.8471 -3.4232 2.6419
C -1.7693 -4.3052 2.8237
C -0.5606 -4.0074 2.2380
C 0.6089 -4.9267 2.3261
C -0.4469 -2.7919 1.5217
S 1.0587 -2.4234 0.8146
C -4.2438 -3.7070 3.1580
C -4.6199 -2.6068 4.1507
C -5.1863 -3.6602 1.9496
C -4.3629 -5.0659 3.8472
N -2.1057 0.5803 1.3759
N -2.8720 0.5508 2.4675
C -3.3253 1.6687 2.9871
C -3.0319 2.9221 2.4251
C -2.2266 2.9823 1.2981
C -1.8261 4.2733 0.6683
C -1.7752 1.7745 0.7760
S -0.8415 1.7538 -0.6758
C -4.2525 1.5425 4.1835
C -5.5925 1.0071 3.6559
C -3.6410 0.5858 5.2095
C -4.4993 2.8835 4.8799
C -2.1480 -1.2627 -1.7976
S -0.5642 -1.8416 -1.9404
C -6.0396 0.2001 -1.0050
C -5.9352 1.6192 -0.4339
C -6.5779 -0.7398 0.0798
C -6.9991 0.1970 -2.1960
H -3.3085 -1.5016 -4.9950
H -2.3059 -2.7283 -4.1943
H -1.6404 -1.1384 -4.4952
H -4.9817 -0.6212 -3.5030
H -1.8792 -5.2122 3.3929
H 0.3499 -5.8371 2.8620
H 1.4320 -4.4288 2.8378
H 0.9576 -5.1850 1.3259
H -4.5479 -1.6483 3.6527
H -3.9390 -2.6109 4.9992
H -5.6342 -2.7514 4.5160
H -5.0304 -2.7345 1.4050
H -6.2231 -3.7149 2.2710
H -4.9842 -4.4936 1.2792
H -3.7346 -5.1165 4.7337
H -4.1004 -5.8772 3.1727
H -5.3942 -5.2110 4.1611
H -3.4181 3.8316 2.8488
H -2.2321 5.1116 1.2282
H -2.1849 4.3148 -0.3589
H -0.7388 4.3497 0.6396
H -5.4420 0.0694 3.1316
H -6.0356 1.7152 2.9573
H -6.2904 0.8458 4.4756
H -3.2370 -0.2904 4.7194
H -4.3881 0.2792 5.9370
H -2.8289 1.0818 5.7347
H -5.0903 3.5589 4.2653
H -3.5585 3.3628 5.1382
H -5.0486 2.7017 5.8006
H -5.2109 1.6461 0.3751
H -6.9039 1.9365 -0.0531
H -5.6200 2.3219 -1.2022
H -5.9310 -0.7016 0.9501
H -6.6165 -1.7636 -0.2870
H -7.5832 -0.4456 0.3719
H -6.6643 0.8863 -2.9690
H -7.9866 0.5126 -1.8650
H -7.0894 -0.8029 -2.6156
Cl -0.4569 2.1659 4.2606
Si 0.5097 0.4098 3.9706
Cl -0.6209 -1.1717 4.5780
Cl 2.1725 0.4189 5.1120
C 4.3443 1.9323 -2.4654
Ge 3.2926 1.1160 -0.9543
C 4.4937 -0.2338 -0.1068
C 2.6270 2.6783 0.0829
C 1.7573 0.1202 -1.6580
H 5.2569 2.3805 -2.0813
H 3.7670 2.7079 -2.9603
H 4.6166 1.1830 -3.2022
H 4.7606 0.0311 0.9089
H 5.4103 -0.3203 -0.6830
H 3.9971 -1.2046 -0.0997
H 3.3429 2.9870 0.8366
H 1.6884 2.4306 0.5830
H 2.4469 3.5064 -0.5966
H 2.0495 -0.8632 -2.0364
H 1.2052 0.6569 -2.4353
O 3.1790 1.0596 2.3305
S 2.3201 0.0355 1.7611
N 0.8296 0.1535 2.3346
```

Results of the Mulliken charge analysis, in e, for atoms 1 through 4: -0.448 -1.933 0.365 -0.696